Here is 8 unconnected molecules or ions with the total composition C31H49NO21 at a distorted geometry from the Open Molecules 2025 dataset. Energies are from wB97M-V/def2-TZVPD.

Atoms and positions in Å:
O 3.34 0.66 2.69
O -5.27 -4.66 -0.87
O 5.10 1.04 1.45
O 2.24 5.23 -0.18
O -0.71 -1.66 2.96
O -0.74 2.97 1.87
O -0.53 -2.92 -4.88
O -7.19 -3.61 -1.47
O -5.25 -2.52 -1.28
O 2.15 -1.85 0.06
O -1.08 -2.82 -2.71
O -2.68 -2.59 -4.36
O -2.14 1.28 2.01
O 4.56 -2.07 0.25
O 3.44 6.95 -0.32
O -2.64 3.06 0.87
O -1.14 -1.45 0.76
O 3.83 -0.92 -1.55
O -2.61 -2.35 2.18
O 1.44 6.89 -1.51
O 3.00 1.22 0.68
N 1.32 2.83 -1.83
C 1.30 1.38 3.67
C -1.25 0.83 -3.09
C -0.85 4.26 1.46
C -3.24 5.32 1.13
C 1.95 0.52 2.51
C -1.81 2.37 1.60
C -1.49 -2.76 -4.03
C 0.73 -4.07 -1.79
C 4.28 -3.00 1.26
C -2.17 4.30 0.75
C 3.51 4.88 0.41
C -1.48 -1.81 1.89
C 3.86 0.98 1.59
C -2.50 -2.99 3.53
C 0.36 2.58 -2.39
C 1.73 1.22 1.21
C -4.06 -4.28 -0.33
C 2.84 -0.32 -2.27
C -0.93 2.34 -3.07
C -2.39 -4.50 3.25
C 3.55 -1.60 -0.37
C -1.35 -2.19 4.10
C 4.33 3.85 -0.45
C -3.94 -2.91 -0.92
C 2.29 6.41 -0.80
C -2.86 -5.28 -0.64
C -6.01 -3.59 -1.27
C 4.18 6.21 0.60
C 0.30 -2.84 -2.72
C 0.69 -2.96 -4.18
C -1.82 0.35 -1.81
H -3.15 -6.20 -0.19
H -3.59 5.17 2.25
H -1.73 2.88 -2.60
H -0.94 4.91 2.27
H -0.27 0.28 -3.40
H -3.01 6.37 0.98
H 3.78 -3.88 0.94
H -1.64 -4.60 2.48
H -1.93 0.64 -3.92
H -3.36 -4.92 2.95
H 3.79 -2.50 2.05
H -4.09 -4.14 0.74
H 5.23 3.47 0.03
H 0.20 -4.90 -2.23
H 1.68 -0.51 2.32
H -3.33 -2.72 4.14
H 1.41 2.23 1.34
H -2.20 -5.00 4.15
H -3.46 -2.81 -1.82
H 2.45 -0.99 -2.95
H 0.19 -4.07 -0.89
H -0.65 2.61 -4.13
H -1.89 -0.67 -1.85
H -2.85 0.73 -1.48
H 5.19 6.22 0.46
H 0.74 -1.93 -2.20
H -1.98 -4.88 -0.25
H 1.62 1.17 4.68
H 3.93 6.76 1.53
H -0.08 4.59 0.81
H -2.70 -5.41 -1.75
H -3.30 -2.22 -0.36
H -2.04 4.58 -0.33
H 1.12 -3.97 -4.41
H 4.61 4.31 -1.37
H 1.66 2.39 3.70
H -1.17 0.65 -1.05
H 2.04 0.20 -1.65
H 3.34 0.42 -2.94
H 3.83 2.89 -0.77
H -1.61 -1.26 4.65
H 3.24 4.38 1.44
H -4.14 5.08 0.67
H 1.76 -4.44 -1.69
H 1.26 -2.14 -4.66
H 1.19 0.65 0.57
H -0.74 -2.82 4.70
H 0.22 1.41 3.71
H 5.16 -3.46 1.65

Properties
SMILES string   C[C@H]1COC(=O)O1.C[C@H]1COC(=O)O1.C[C@H]1COC(=O)O1.C[C@H]1COC(=O)O1.C[C@H]1COC(=O)O1.C[C@H]1COC(=O)O1.COC(=O)OC.CCCC#N
LUMO level   0.2 eV
Multiplicity   1
Molar mass   771.72 Da
F_max   0.1717 Eh/bohr
HOMO-LUMO gap   10.41 eV
Energy relative to the best compared isomer or geometry (same formula, charge and spin)   3.0418 eV

Here is 3 unconnected molecules or ions with the total composition C31H50Cl2F4N6O5PSSi at a distorted geometry from the Open Molecules 2025 dataset. Energies are from wB97M-V/def2-TZVPD.

Atoms and positions in Å:
Cl 1.20 -2.62 4.29
Cl 3.27 -2.11 0.25
S 1.01 0.43 2.60
P -2.64 0.54 -0.37
Si 2.44 4.97 1.00
F -0.46 0.00 3.45
F 1.85 -0.22 -6.57
F -9.04 -3.95 -4.38
F 6.11 -2.18 4.89
O 2.12 0.43 3.67
O -2.95 -1.47 -4.86
O 2.60 3.47 0.11
O 0.85 1.91 2.22
O -4.07 1.04 -1.22
N 0.00 0.88 -0.42
N 1.16 -0.73 1.31
N -2.43 1.68 1.03
N 0.52 -1.16 -1.26
N 0.46 -2.50 -1.42
N -4.61 -3.18 -3.05
C -9.03 -2.96 -3.48
C -1.87 -1.73 -2.48
C -1.07 0.64 -1.51
C 6.60 -1.25 7.00
C 1.27 1.55 -0.98
C 6.80 -2.23 6.04
C 3.92 -2.14 3.22
C 1.98 -1.24 -5.51
C -8.99 -0.91 -1.61
C -7.81 -2.51 -2.98
C -7.79 -1.48 -2.04
C -10.23 -2.40 -3.06
C 2.36 -2.63 2.83
C 1.09 6.18 0.37
C 7.70 -3.27 6.25
C -0.55 -0.71 -2.27
C 0.65 -0.45 0.03
C -10.21 -1.37 -2.12
C 1.79 -2.09 1.43
C 7.32 -1.30 8.20
C 8.42 -3.32 7.44
C 0.01 -0.65 -3.82
C -3.05 -1.05 -3.44
C -4.50 -1.68 -2.90
C -1.33 2.03 -2.37
C 8.23 -2.34 8.41
C 4.17 5.90 0.84
C 1.38 3.15 -0.67
C 1.63 -0.65 -3.98
C 2.16 4.76 2.91
C -1.85 3.30 -1.73
H -1.57 -2.73 -3.05
H 0.46 3.42 0.05
H 4.70 -2.81 2.62
H 1.38 -2.24 -5.72
H -2.30 -2.11 -1.43
H 2.22 -1.35 -3.25
H 7.17 -0.54 8.96
H 2.78 3.81 3.22
H -4.71 -1.43 -1.76
H -0.39 0.30 -4.43
H 2.46 5.70 3.54
H -5.33 -1.20 -3.61
H -3.03 1.29 1.80
H -3.86 -3.59 -3.65
H -4.54 -3.58 -2.07
H 1.38 1.42 -2.14
H -1.58 3.66 -0.65
H 3.99 7.06 1.06
H 4.16 -2.32 4.37
H -2.89 -0.62 -5.43
H -3.05 0.12 -3.43
H -6.85 -1.11 -1.65
H 9.13 -4.12 7.61
H 2.19 1.03 -0.44
H 4.87 5.44 1.69
H 1.29 3.80 -1.65
H 2.53 -3.80 2.65
H 0.79 6.99 1.19
H -1.08 2.15 -3.53
H 0.08 5.66 0.06
H 5.90 -0.44 6.81
H 0.96 -2.88 1.11
H 4.13 -1.03 2.89
H -6.89 -2.97 -3.32
H -2.85 2.62 0.79
H -11.15 -0.93 -1.78
H -2.63 3.91 -2.39
H 2.03 0.47 -4.00
H 3.12 -1.57 -5.44
H -0.38 -1.58 -4.46
H 1.51 6.80 -0.54
H -8.98 -0.10 -0.88
H 4.70 5.70 -0.18
H 7.83 -4.03 5.49
H 1.03 4.50 3.16
H -0.14 -3.02 -0.75
H 1.35 -2.98 -1.64
H -11.16 -2.77 -3.47
H -4.20 2.00 -0.97
H 8.79 -2.38 9.35

Properties
LUMO level   -4.9 eV
Multiplicity   1
Molar mass   824.80 Da
F_max   0.1906 Eh/bohr
Total charge   +1
HOMO-LUMO gap   5.54 eV
Energy relative to the best compared isomer or geometry (same formula, charge and spin)   12.1118 eV

The lowest LUMO level belongs to which entry?
C31H50Cl2F4N6O5PSSi

What is the energy relative to the best compared isomer or geometry (same formula, charge and spin) in the first record?
3.0418 eV

Among the records above, which one has the lowest LUMO level?
C31H50Cl2F4N6O5PSSi

Which of these has the highest molar mass?
C31H50Cl2F4N6O5PSSi